Computed, not measured: a molecular structure, C31H28N8O2PdS2, with the ωB97M-V functional and the def2-TZVPD basis.

Geometry as ORCA input:
```
! wB97M-V def2-TZVPD RIJCOSX def2/J DEFGRID3
* xyz 0 1
Pd 0.53295 0.82288 0.94153
O 3.11038 -2.07364 1.57770
S 2.95008 -0.71723 1.15004
O 2.64083 0.27043 2.15527
N 1.73802 -0.55482 0.00890
C 2.24597 -0.19949 -1.25766
S 1.34282 0.02768 -2.58075
C 3.73210 -0.06141 -1.18949
C 4.59649 0.25187 -2.22608
C 5.94818 0.37160 -1.94558
C 6.43980 0.17105 -0.65452
C 5.58643 -0.16088 0.38574
C 4.24072 -0.25747 0.07990
H 4.20356 0.41328 -3.22126
H 6.63794 0.62627 -2.73984
H 7.50001 0.27436 -0.46196
H 5.95258 -0.32647 1.39114
N -0.49287 1.25229 2.78772
C -0.58482 0.38194 3.55300
C -0.59998 -0.69829 4.42573
C 0.58231 -1.09006 5.12880
N 1.52946 -1.40851 5.70108
C -1.79560 -1.42102 4.56649
N -2.80139 -2.00005 4.60564
C -0.28091 -3.97260 2.48286
C -1.27946 -2.98750 1.93976
C -2.65716 -3.15977 2.11371
C -3.66178 -2.28151 1.58603
C -5.11381 -2.57566 1.84199
C -3.25974 -1.17703 0.92587
C -1.83523 -0.86955 0.78193
C -0.88065 -1.85060 1.29240
N -1.32088 0.21542 0.27383
C -2.09514 1.28992 -0.43380
C -2.89543 0.65861 -1.59861
C -3.63838 1.76859 -2.35050
C -2.62922 2.74338 -2.95946
C -1.81310 3.37838 -1.83362
C -2.73312 4.15261 -0.89021
C -3.73672 3.17885 -0.26999
C -4.56458 2.51328 -1.37862
C -2.99752 2.10121 0.53656
C -1.09434 2.28566 -1.03771
H -0.76920 -4.73593 3.08732
H 0.45602 -3.46174 3.10510
H 0.25835 -4.46516 1.67196
H -3.00056 -4.05258 2.62694
H -5.24466 -3.53169 2.34564
H -5.67689 -2.59822 0.90812
H -5.54683 -1.80866 2.48463
H -3.99815 -0.48835 0.56520
H 0.16861 -1.67416 1.08504
H -3.61359 -0.07963 -1.24877
H -2.19094 0.14239 -2.25855
H -4.22792 1.29939 -3.14113
H -3.15219 3.51640 -3.53041
H -1.97076 2.21500 -3.65638
H -1.06095 4.05068 -2.24794
H -3.26460 4.93700 -1.43717
H -2.14280 4.64998 -0.11530
H -4.39528 3.71296 0.41790
H -5.12515 3.27762 -1.92383
H -5.30091 1.82337 -0.94783
H -3.72583 1.47417 1.04346
H -2.37095 2.54854 1.31192
H -0.53212 2.76231 -0.23660
H -0.37864 1.74960 -1.66031
N 1.91440 2.36687 0.24397
C 1.83967 3.48385 0.62000
N 1.73979 4.68541 1.02793
C 0.67621 5.39411 0.64549
N -0.24565 6.02976 0.34492
*
```

Summary:
HOMO (alpha / beta): -8.5 / -8.5 eV
Kohn-Sham gap (alpha / beta): 4.5 / 4.5 eV



Computed, not measured: a molecular structure, C44H57IN10O5PPb, with the ωB97M-V functional and the def2-TZVPD basis.

Geometry as ORCA input:
```
! wB97M-V def2-TZVPD RIJCOSX def2/J DEFGRID3
* xyz -1 1
Pb 0.58387 0.92073 -0.66712
C 4.78651 -0.66939 -0.25416
C 3.22487 -0.99276 1.85453
C 3.02486 0.54945 1.77750
N 1.68616 1.05103 1.51290
C 0.93641 1.38028 2.52484
C 1.14751 0.86183 3.83954
C 0.74649 1.31656 5.07518
C 0.02605 2.45314 5.42912
C -0.58139 3.30886 4.52400
C -0.72700 3.20965 3.15487
C -0.23917 2.25645 2.20956
N -0.68296 2.14997 0.99500
C -1.88226 2.81822 0.55194
C -1.61519 3.99388 -0.38854
C -1.10520 3.57783 -1.77437
N 0.28836 3.18099 -1.74583
C 1.24692 3.91437 -2.24726
C 1.02439 5.08285 -3.03259
C 1.87761 6.03425 -3.56385
C 3.23898 6.22052 -3.41604
C 4.06908 5.38313 -2.67905
C 3.81045 4.17579 -2.07602
C 2.63425 3.35834 -2.01528
N 2.68102 2.10732 -1.66532
C 3.98069 1.48681 -1.46092
C 3.83574 -0.02194 -1.27198
H 5.56580 -1.23443 -0.77348
H 5.31399 0.09961 0.31894
H 3.80272 -1.15237 2.77176
H 1.54742 -1.61883 1.22770
H 3.65842 0.97177 1.00698
H 3.37334 0.97844 2.72336
H 1.71162 -0.06150 3.83761
H 1.07699 0.69525 5.90475
H -0.06972 2.68211 6.48221
H -1.06208 4.18198 4.95768
H -1.29480 4.01458 2.70615
H -2.50341 3.14397 1.39318
H -2.47331 2.07200 0.00405
H -0.88699 4.66955 0.06818
H -2.54711 4.55240 -0.51919
H -1.32822 4.37757 -2.48395
H -1.68814 2.70840 -2.10722
H -0.01231 5.25930 -3.27910
H 1.37226 6.78444 -4.16691
H 3.68315 7.09157 -3.87972
H 5.09839 5.71810 -2.57572
H 4.66482 3.73482 -1.58235
H 4.46820 1.91969 -0.57621
H 4.64267 1.71366 -2.30534
H 3.92857 -0.52381 -2.23737
H 2.82160 -0.24126 -0.94974
O 2.01056 -1.64657 2.09640
C 4.09623 -1.64780 0.71689
C 3.46438 -2.79663 -0.06044
C 4.25344 -3.89423 -0.32273
C 3.80678 -4.94670 -1.11470
C 2.53495 -4.91995 -1.67961
C 1.72561 -3.84288 -1.42770
C 2.13386 -2.75189 -0.60535
O 1.31019 -1.80627 -0.34038
N 4.67057 -6.07201 -1.35384
O 5.81040 -6.03865 -0.90976
O 4.22875 -7.01832 -1.99273
H 4.92179 -2.12271 1.25720
H 5.25435 -3.95343 0.08794
H 2.20756 -5.74311 -2.29811
H 0.72702 -3.78550 -1.84174
I -1.02117 -0.99337 -7.65241
C -0.44759 -0.12737 -5.87941
C 0.19788 1.07717 -5.71672
N 0.35603 1.23321 -4.39244
N -0.13681 0.21299 -3.68527
C -0.63510 -0.62364 -4.57697
H 0.54412 1.80206 -6.42837
H 0.78867 1.99617 -3.88336
H -1.08403 -1.54882 -4.26320
O -1.45603 -0.57394 0.57772
P -2.66780 -1.39432 0.80099
N -3.49529 -0.98081 2.18373
C -2.66081 -0.89245 3.40701
C -3.05269 0.43677 4.04195
C -4.50256 0.60659 3.60283
C -4.47150 0.12043 2.15913
N -3.77337 -1.18143 -0.41422
C -3.42030 -0.35295 -1.58482
C -4.17155 -1.01068 -2.74166
C -5.36646 -1.66699 -2.05599
C -4.73739 -2.21691 -0.78234
N -2.31882 -3.00741 0.94479
C -3.18026 -3.93946 1.68951
C -2.21196 -4.93276 2.34973
C -0.89413 -4.16779 2.40965
C -0.90455 -3.41426 1.09177
H -1.59866 -0.92635 3.15695
H -2.88393 -1.73188 4.07495
H -2.43232 1.23739 3.63841
H -2.92392 0.42811 5.12358
H -4.86230 1.63310 3.68145
H -5.15561 -0.03296 4.20243
H -4.14562 0.93303 1.49909
H -5.44270 -0.22812 1.80376
H -2.34215 -0.32413 -1.74270
H -3.76313 0.67625 -1.43456
H -3.54986 -1.77866 -3.20682
H -4.45022 -0.29210 -3.51153
H -5.83778 -2.44547 -2.65570
H -6.11932 -0.91547 -1.80921
H -4.23299 -3.16901 -0.98735
H -5.46284 -2.38557 0.01634
H -3.88251 -4.45051 1.02518
H -3.76215 -3.38965 2.43372
H -2.09104 -5.81385 1.71568
H -2.57439 -5.26658 3.32223
H -0.02271 -4.81180 2.51349
H -0.89841 -3.45644 3.23872
H -0.61167 -4.06553 0.26348
H -0.26765 -2.54230 1.06850
*
```

Summary:
HOMO: -4.5 eV
ΔE to the lowest compared entry with this formula, charge and spin: 0.0 kJ/mol
Kohn-Sham gap: 6.4 eV



Computed, not measured: a gas-phase ion, C4H6N2O (charge +2), with the ωB97M-V functional and the def2-TZVPD basis.

Geometry as ORCA input:
```
! wB97M-V def2-TZVPD RIJCOSX def2/J DEFGRID3
* xyz 2 3
C 0.68811 -1.65735 0.02330
C 1.65258 -0.69761 -0.05488
C -0.47020 0.21243 0.16868
C -1.38302 1.28692 -0.06262
N -0.57431 -1.10407 0.07917
N 1.03460 0.52618 -0.00201
O 1.50948 1.57670 -0.07118
H 0.88153 -2.72446 -0.07156
H 2.84099 -0.78360 -0.08452
H -2.54964 1.17922 -0.37984
H -1.01589 2.14198 -0.62249
H -1.33061 1.79644 0.89700
H -1.28362 -1.75279 0.18096
*
```

Summary:
HOMO (alpha / beta): -20.3 / -22.1 eV
ΔE to the lowest compared entry with this formula, charge and spin: 0.0 kJ/mol
Kohn-Sham gap (alpha / beta): 9.9 / 7.3 eV
Expectation value of S²: 2.014



Computed, not measured: a molecular structure, C22H23ClGe2KO2, with the ωB97M-V functional and the def2-TZVPD basis.

Geometry as ORCA input:
```
! wB97M-V def2-TZVPD RIJCOSX def2/J DEFGRID3
* xyz 0 2
K 0.01390 0.14512 -0.27359
Cl 5.70123 -0.60513 4.99936
C 4.65742 -0.40262 3.61324
C 5.22634 -0.15970 2.34531
C 4.43271 0.00320 1.24922
C 2.99753 -0.05859 1.31710
O 2.29646 0.10472 0.27283
C 2.45001 -0.31079 2.62978
C 1.04682 -0.41802 2.90125
O 0.08857 -0.32620 2.12533
C 3.30830 -0.47536 3.74413
H 6.30413 -0.10460 2.25348
H 4.86369 0.19122 0.27432
H 0.82265 -0.61432 3.96722
H 2.87093 -0.66295 4.71875
C -2.82128 -3.44608 -0.59153
Ge -3.72638 -2.16378 0.57685
C -5.65279 -2.50276 0.56464
C -3.04117 -2.30780 2.39774
Ge -3.32410 0.11955 -0.16705
C -3.72140 1.45079 1.19755
C -2.96314 1.46681 2.37331
C -3.23550 2.38875 3.37516
C -4.26717 3.30438 3.21707
C -5.03178 3.29317 2.05778
C -4.76225 2.37282 1.05371
C -4.04785 0.63805 -1.89642
C -3.99776 1.96785 -2.33140
C -4.45309 2.31916 -3.59544
C -4.95925 1.34647 -4.44742
C -5.00577 0.02163 -4.03369
C -4.54978 -0.32922 -2.77097
H -3.01836 -4.45614 -0.22873
H -1.74274 -3.28663 -0.58605
H -3.17859 -3.37360 -1.61896
H -5.86645 -3.50671 0.93420
H -6.05273 -2.40699 -0.44521
H -6.15373 -1.77722 1.20574
H -3.14283 -3.33802 2.74415
H -3.61305 -1.65997 3.06433
H -1.99298 -2.01153 2.44540
H -2.15500 0.75159 2.50852
H -2.64085 2.39101 4.28012
H -4.47840 4.02290 3.99873
H -5.84376 3.99968 1.93683
H -5.37548 2.36178 0.16144
H -3.59694 2.73217 -1.67627
H -4.41035 3.35296 -3.91517
H -5.31436 1.62058 -5.43260
H -5.39915 -0.73948 -4.69611
H -4.59341 -1.36738 -2.46021
*
```

Summary:
HOMO (alpha / beta): -7.2 / -7.2 eV
Kohn-Sham gap (alpha / beta): 7.2 / 5.8 eV
Expectation value of S²: 0.757



What did the first record say?
Computed, not measured: a molecular structure, C31H28N8O2PdS2, with the ωB97M-V functional and the def2-TZVPD basis.

Geometry as ORCA input:
```
! wB97M-V def2-TZVPD RIJCOSX def2/J DEFGRID3
* xyz 0 1
Pd 0.53295 0.82288 0.94153
O 3.11038 -2.07364 1.57770
S 2.95008 -0.71723 1.15004
O 2.64083 0.27043 2.15527
N 1.73802 -0.55482 0.00890
C 2.24597 -0.19949 -1.25766
S 1.34282 0.02768 -2.58075
C 3.73210 -0.06141 -1.18949
C 4.59649 0.25187 -2.22608
C 5.94818 0.37160 -1.94558
C 6.43980 0.17105 -0.65452
C 5.58643 -0.16088 0.38574
C 4.24072 -0.25747 0.07990
H 4.20356 0.41328 -3.22126
H 6.63794 0.62627 -2.73984
H 7.50001 0.27436 -0.46196
H 5.95258 -0.32647 1.39114
N -0.49287 1.25229 2.78772
C -0.58482 0.38194 3.55300
C -0.59998 -0.69829 4.42573
C 0.58231 -1.09006 5.12880
N 1.52946 -1.40851 5.70108
C -1.79560 -1.42102 4.56649
N -2.80139 -2.00005 4.60564
C -0.28091 -3.97260 2.48286
C -1.27946 -2.98750 1.93976
C -2.65716 -3.15977 2.11371
C -3.66178 -2.28151 1.58603
C -5.11381 -2.57566 1.84199
C -3.25974 -1.17703 0.92587
C -1.83523 -0.86955 0.78193
C -0.88065 -1.85060 1.29240
N -1.32088 0.21542 0.27383
C -2.09514 1.28992 -0.43380
C -2.89543 0.65861 -1.59861
C -3.63838 1.76859 -2.35050
C -2.62922 2.74338 -2.95946
C -1.81310 3.37838 -1.83362
C -2.73312 4.15261 -0.89021
C -3.73672 3.17885 -0.26999
C -4.56458 2.51328 -1.37862
C -2.99752 2.10121 0.53656
C -1.09434 2.28566 -1.03771
H -0.76920 -4.73593 3.08732
H 0.45602 -3.46174 3.10510
H 0.25835 -4.46516 1.67196
H -3.00056 -4.05258 2.62694
H -5.24466 -3.53169 2.34564
H -5.67689 -2.59822 0.90812
H -5.54683 -1.80866 2.48463
H -3.99815 -0.48835 0.56520
H 0.16861 -1.67416 1.08504
H -3.61359 -0.07963 -1.24877
H -2.19094 0.14239 -2.25855
H -4.22792 1.29939 -3.14113
H -3.15219 3.51640 -3.53041
H -1.97076 2.21500 -3.65638
H -1.06095 4.05068 -2.24794
H -3.26460 4.93700 -1.43717
H -2.14280 4.64998 -0.11530
H -4.39528 3.71296 0.41790
H -5.12515 3.27762 -1.92383
H -5.30091 1.82337 -0.94783
H -3.72583 1.47417 1.04346
H -2.37095 2.54854 1.31192
H -0.53212 2.76231 -0.23660
H -0.37864 1.74960 -1.66031
N 1.91440 2.36687 0.24397
C 1.83967 3.48385 0.62000
N 1.73979 4.68541 1.02793
C 0.67621 5.39411 0.64549
N -0.24565 6.02976 0.34492
*
```

Summary:
HOMO (alpha / beta): -8.5 / -8.5 eV
Kohn-Sham gap (alpha / beta): 4.5 / 4.5 eV